Entry from the OMol25 dataset: C3H3KMgO2 as an isolated structure (ωB97M-V/def2-TZVPD).

- E_LUMO (eV) = -1.34
- energy (Ha) = -1066.45984
- frontier orbital gap (eV) = 4.851
- HOMO energy (Ha) = -0.227

Geometry (Å):
O1 -1.4381 0.4693 -0.1680
K1 -4.7074 1.0582 -0.8871
C1 1.8689 -0.7541 0.3643
C2 1.7960 -2.1137 0.4803
O2 2.9275 -0.7980 -0.6111
C3 3.0014 -2.2309 -0.4098
H1 1.2776 -2.8019 1.1455
H2 2.8844 -2.7739 -1.3611
H3 3.9559 -2.5217 0.0569
Mg1 0.3410 0.7233 0.1756

Forces on atoms 1 to 6 (eV/Å):
O -0.3 1.0 0.0
K 1.3 -0.2 0.3
C -0.3 -0.6 -0.8
C 0.5 0.6 0.9
O 0.4 0.1 0.4
C -0.1 -0.3 -0.4

The molecule's Mulliken atomic charges, reported in e, are given here: -0.857, 0.853, -0.215, -0.387, -0.395, -0.160, 0.301, 0.202, 0.181, 0.477

Entry from the OMol25 dataset: C3H3LiLuO2 as an isolated structure (ωB97M-V/def2-TZVPD).

- charge = +1
- relative energy (zero: lowest compared OMol25 entry of this formula, charge and spin) (kcal/mol) = 111.02
- E_LUMO (eV) = -4.28
- energy (Ha) = -1509.18465
- frontier orbital gap (eV) = 6.476
- HOMO energy (Ha) = -0.395

Geometry (Å):
C1 1.7389 -0.1846 0.0587
C2 2.3887 -1.0595 -0.7254
H1 3.4021 -0.8269 -1.0478
H2 2.3786 0.6603 0.3555
H3 1.8748 -1.9195 -1.1598
O1 -0.2315 -0.2845 -0.5936
C3 -0.7812 -0.0831 0.5214
O2 0.7183 -0.1670 1.5615
Li1 -0.5262 1.6862 1.8792
Lu1 1.9964 -1.3641 3.1031

Forces on atoms 1 to 6 (eV/Å):
C 3.3 0.6 2.7
C -2.3 -0.3 0.4
H -0.4 0.3 -0.1
H -0.9 0.0 0.0
H 0.5 -0.1 0.4
O -4.4 1.1 6.0

The molecule's Mulliken atomic charges, reported in e, are given here: -0.086, -0.498, 0.272, 0.415, 0.275, -0.335, -0.087, -0.354, 0.925, 0.474

Entry from the OMol25 dataset: C3H3LiO2Tl as an isolated structure (ωB97M-V/def2-TZVPD).

- charge = +1
- relative energy (zero: lowest compared OMol25 entry of this formula, charge and spin) (kcal/mol) = 26.42
- E_LUMO (eV) = -5.57
- energy (Ha) = -446.29917
- frontier orbital gap (eV) = 3.387
- HOMO energy (Ha) = -0.329

Geometry (Å):
O1 -1.0214 -0.0666 -0.5727
C1 -2.2810 0.1576 -0.3405
C2 -3.2136 -0.7307 0.0857
Tl1 1.0910 -0.5328 -1.2861
H1 -2.6364 1.1844 -0.5630
H2 -4.2734 -0.4900 -0.0110
H3 -2.9365 -1.7444 0.3890
O2 4.9223 0.5231 0.5298
C3 4.0703 0.1045 -0.0801
Li1 6.2788 1.5950 1.8489

Forces on atoms 1 to 6 (eV/Å):
O 2.4 -0.3 -0.1
C -2.1 -0.1 0.0
C 0.5 0.2 -0.4
Tl -1.7 0.1 0.2
H 0.2 -0.4 0.0
H 0.4 0.1 0.4

The molecule's Mulliken atomic charges, reported in e, are given here: -0.676, 0.073, -0.740, 0.623, 0.271, 0.235, 0.223, -0.110, 0.114, 0.989

Entry from the OMol25 dataset: C3H3LiO3Zn as an isolated structure (ωB97M-V/def2-TZVPD).

- charge = +2
- relative energy (zero: lowest compared OMol25 entry of this formula, charge and spin) (kcal/mol) = 6.77
- E_LUMO (alpha / beta) (eV) = -12.06 / -12.06
- energy (Ha) = -2127.91672
- frontier orbital gap (alpha / beta) (eV) = 4.873 / 4.874
- HOMO energy (alpha / beta) (Ha) = -0.622 / -0.622

Geometry (Å):
O1 0.2324 0.5353 0.4726
C1 -1.2280 0.9459 0.5043
C2 -1.8451 -0.4118 0.4945
O2 -0.7866 -0.9892 -0.6843
C3 0.3488 -0.5625 -0.2974
O3 1.5007 -1.0094 -0.3891
Zn1 2.1740 0.5943 0.4815
H1 -1.4117 1.6127 1.3495
H2 -2.8900 -0.5030 0.1885
H3 -1.7128 -1.1069 1.3329
Li1 -1.6722 1.8987 -1.4483

Forces on atoms 1 to 6 (eV/Å):
O 0.6 0.9 0.9
C -1.3 0.8 -1.1
C 0.8 0.3 -0.2
O -0.1 -0.7 0.8
C -2.8 -0.9 0.7
O 0.9 0.1 -0.9

The molecule's Mulliken atomic charges, reported in e, are given here: -0.387, -1.037, 0.018, -0.277, 1.412, -0.503, 0.938, 0.356, 0.287, 0.254, 0.939

| no. | F_max (eV Å⁻¹) |
| --- | --- |
| 1 | 1.6 |
| 2 | 7.5 |
| 3 | 2.4 |
| 4 | 3.0 |